The following is a quantum chemistry calculation of a molecular structure, C10H30K6O9P at a distorted geometry, from OMol25.

Calculated values
Kohn-Sham gap: 7.688 eV
Electronic energy: -5016.6996 hartree
Lowest unoccupied orbital energy: -9.294 eV

```
! RIJCOSX wB97M-V def2-TZVPD def2/J DEFGRID3
* xyz 3 1
K -3.281 -1.341 0.029
K -0.459 1.952 1.069
K 2.537 -1.102 1.673
K 2.571 -0.762 -2.776
K 2.881 -4.430 -0.847
K -0.371 -3.057 -2.769
P 0.280 -0.802 -0.314
O -0.152 -0.687 1.153
O 1.245 -2.048 -0.449
O 1.051 0.469 -0.700
O -0.984 -0.972 -1.190
C 5.325 2.426 0.069
C 4.035 2.046 -0.654
O 3.005 1.743 0.313
H 5.146 3.305 0.690
H 6.127 2.620 -0.637
H 5.646 1.621 0.736
H 4.207 1.123 -1.244
H 3.756 2.850 -1.338
H 2.270 1.313 -0.163
C -2.547 -2.361 4.453
C -2.408 -0.887 4.083
O -2.419 -0.618 2.656
H -1.608 -2.889 4.258
H -3.329 -2.829 3.860
H -2.755 -2.483 5.514
H -1.521 -0.433 4.542
H -3.242 -0.315 4.503
H -1.510 -0.686 2.292
C -3.832 2.359 -2.941
C -3.381 1.574 -1.722
O -1.964 1.480 -1.651
H -3.258 2.068 -3.813
H -3.754 3.424 -2.747
H -4.892 2.160 -3.113
H -3.842 0.565 -1.738
H -3.748 2.092 -0.826
H -1.644 0.556 -1.553
C 0.549 -4.021 2.594
C -0.563 -4.236 1.568
O 0.010 -4.234 0.255
H 0.916 -2.986 2.472
H 1.392 -4.701 2.426
H 0.250 -4.177 3.631
H -1.287 -3.425 1.639
H -1.059 -5.194 1.698
H 0.289 -3.312 0.039
C 0.741 3.762 -2.297
C 0.508 2.792 -3.411
O 1.238 1.558 -3.156
H 0.027 4.587 -2.307
H 1.733 4.190 -2.423
H 0.679 3.227 -1.342
H 0.911 3.221 -4.324
H -0.549 2.578 -3.546
H 1.036 1.330 -2.223
*
```

Mulliken population analysis, charges in e, atoms 1 to 4: atom 1 (K): 0.970, atom 2 (K): 1.055, atom 3 (K): 1.100, atom 4 (K): 0.988